{"formula": "C5H8N4", "method": "ωB97M-V with the def2-TZVPD basis set", "symbols": ["H", "N", "C", "C", "N", "C", "C", "C", "N", "N", "H", "H", "H", "H", "H", "H", "H"], "positions_angstrom": [[-0.6240, -2.7532, -0.1637], [-1.2097, -1.9087, -0.1759], [-0.4728, -0.9193, 0.0536], [0.9609, -0.6859, 0.5345], [2.3510, -0.7961, 0.1025], [1.5235, 0.2769, -0.4158], [1.0701, 1.6737, -0.0553], [-0.2750, 1.5997, 0.0909], [-1.0193, 0.3868, 0.0242], [-2.4198, 0.5366, -0.0342], [0.8407, -0.2765, 1.5355], [2.4962, -1.5297, -0.6095], [1.3237, 0.1194, -1.5004], [1.6080, 2.5983, -0.0813], [-0.8540, 2.5096, 0.2489], [-2.7782, 0.0461, 0.8007], [-2.7683, 0.0847, -0.8940]], "smiles": "[H]/N=C1\\[C@H]2N[C@@H]2C=CN1N", "e_homo_ev": -8.40, "fmax_ev_per_a": 1.9}

{"formula": "C5H8N4O2", "method": "ωB97M-V with the def2-TZVPD basis set", "symbols": ["C", "C", "N", "N", "C", "C", "N", "O", "O", "C", "N", "H", "H", "H", "H", "H", "H", "H", "H"], "positions_angstrom": [[-2.8047, -0.3174, -0.1516], [-1.3255, -0.2118, -0.1713], [-0.8229, 1.1311, -0.0058], [0.4434, 1.1788, 0.1163], [1.1645, 2.3959, 0.3804], [1.0881, 0.0614, -0.1990], [2.4123, -0.4237, -0.2539], [2.5237, -1.5828, -0.6252], [3.3606, 0.3455, 0.0320], [-0.3320, -1.1217, -0.1971], [-0.1296, -2.4503, -0.1931], [-3.4725, -0.1261, -0.9565], [-2.8339, -1.3986, 0.1856], [-3.1581, 0.4325, 0.5643], [0.8567, 2.6809, 1.4585], [2.2311, 2.2683, 0.4921], [0.7026, 3.1530, -0.2955], [-0.7380, -3.1625, 0.1375], [0.8345, -2.8525, -0.3178]], "smiles": "Cc1nn(C)c([N+](=O)[O-])c1N", "e_homo_ev": -8.03, "fmax_ev_per_a": 7.3}

{"formula": "C5H8NO", "method": "ωB97M-V with the def2-TZVPD basis set", "symbols": ["C", "O", "N", "C", "C", "C", "C", "H", "H", "H", "H", "H", "H", "H", "H"], "positions_angstrom": [[-2.3870, 0.6948, 0.2828], [-1.4875, -0.3179, -0.0888], [-0.1740, -0.2175, 0.0130], [0.5868, 0.7244, 0.4748], [1.9881, 0.3146, 0.3841], [2.0359, -0.9220, -0.2069], [0.6551, -1.2586, -0.6166], [-1.7700, 1.5560, 0.0408], [-2.8584, 0.6555, 1.2224], [-3.2646, 0.7705, -0.4502], [0.1878, 1.7390, 0.8084], [2.7511, 1.0455, 0.5965], [2.8937, -1.4125, -0.4807], [0.5846, -1.1120, -1.6482], [0.2585, -2.2598, -0.3314]], "charge": 1, "smiles": "CO[N+]1=CC=CC1", "e_homo_ev": -14.45, "fmax_ev_per_a": 4.1}

{"formula": "C5H8NO", "method": "ωB97M-V with the def2-TZVPD basis set", "symbols": ["C", "C", "C", "C", "C", "N", "O", "H", "H", "H", "H", "H", "H", "H", "H"], "positions_angstrom": [[1.8609, -1.2967, 1.3501], [-0.2816, 1.0810, 1.5534], [1.9550, -1.0150, 0.1537], [-0.8480, -0.0490, -0.5765], [-1.0246, 0.8703, -1.7046], [-0.4099, 0.4235, 0.5069], [-0.8086, -1.4213, -0.7454], [1.9012, -1.1026, 2.3462], [-0.5980, -1.9466, -0.0146], [0.6978, 1.3507, 1.9079], [-1.1554, 1.1919, 2.1375], [2.0556, -1.1956, -0.9358], [-2.0823, 0.9348, -2.0204], [-0.5153, 1.7246, -1.2995], [-0.7470, 0.4500, -2.6588]], "charge": 1, "e_homo_ev": -14.57, "fmax_ev_per_a": 5.3}

{"formula": "C5H8NO", "method": "ωB97M-V with the def2-TZVPD basis set", "symbols": ["C", "C", "C", "C", "C", "N", "O", "H", "H", "H", "H", "H", "H", "H", "H"], "positions_angstrom": [[2.3257, 0.1346, 0.8673], [1.4277, -0.0691, -1.0379], [0.9983, 0.4776, 0.3488], [-1.9610, 0.1500, -0.5279], [-1.3799, -0.1620, 0.8102], [2.5219, -0.5444, -0.1895], [-0.0094, 0.2120, 1.0823], [3.0249, 0.3537, 1.5881], [0.8712, -0.7800, -1.4698], [1.8779, 0.7706, -1.5899], [-2.1082, 1.1900, -0.6361], [-1.2747, -0.3706, -1.3603], [-2.8856, -0.5184, -0.6369], [-1.4404, -1.2576, 1.1383], [-1.9884, 0.4136, 1.6133]], "charge": 1, "e_homo_ev": -15.98, "fmax_ev_per_a": 5.2}

{"formula": "C5H8NO", "method": "ωB97M-V with the def2-TZVPD basis set", "symbols": ["C", "C", "C", "C", "N", "C", "O", "H", "H", "H", "H", "H", "H", "H", "H"], "positions_angstrom": [[-2.1029, -0.7106, -0.2329], [-1.6622, 0.4565, -0.0590], [0.0044, 0.6177, 0.3541], [0.6871, 1.7324, 0.7034], [0.5854, -0.5958, 0.4605], [1.6150, -0.7608, -0.5606], [0.1670, -1.5855, 1.0238], [-3.0267, -0.8667, -0.8147], [-1.6729, -1.6137, 0.1807], [-2.0934, 1.4923, -0.1827], [1.7340, 1.7848, 1.0987], [0.2856, 2.7406, 0.5976], [0.9872, -1.0025, -1.5482], [2.1772, -1.7922, -0.4125], [2.3151, 0.1035, -0.6084]], "charge": 1, "smiles": "C=CC(=C)[N+](C)=O", "e_homo_ev": [-14.88, -14.88], "fmax_ev_per_a": 7.0}

{"formula": "C5H8NO2", "method": "ωB97M-V with the def2-TZVPD basis set", "symbols": ["O", "C", "O", "C", "C", "C", "C", "N", "H", "H", "H", "H", "H", "H", "H", "H"], "positions_angstrom": [[1.4723, -5.1782, -2.6027], [1.8366, -4.3208, -1.7451], [2.1974, -4.5054, -0.5104], [-1.2588, 0.9566, -0.1591], [-0.4833, 2.1537, 0.1095], [0.3713, 2.2145, 1.2187], [0.6430, 1.0968, 2.1053], [-2.5051, 1.4320, -0.8638], [-1.0906, 0.2725, 0.6189], [-0.8454, 3.1177, -0.3272], [-1.3862, 0.5770, -1.1657], [0.8845, 3.2342, 1.3501], [0.3691, 0.1208, 1.9281], [1.2596, 1.4282, 2.9806], [-3.2376, 0.6849, -0.8549], [1.7734, -3.2845, -2.0824]], "charge": -1, "e_homo_ev": -3.84, "fmax_ev_per_a": 7.1}

{"formula": "C5H8NO3P", "method": "ωB97M-V with the def2-TZVPD basis set", "symbols": ["C", "C", "C", "C", "O", "C", "O", "N", "P", "O", "H", "H", "H", "H", "H", "H", "H", "H"], "positions_angstrom": [[1.3582, -1.5546, 0.8327], [1.2281, -0.0812, 0.4767], [0.2250, 0.1348, -0.6695], [0.0929, 1.6287, -1.0184], [-0.9200, 2.1673, -0.1652], [-1.7442, 1.3168, 0.3396], [-2.6735, 1.3785, 1.0390], [-1.0942, -0.2421, -0.2856], [-1.8500, -1.7029, -0.4688], [-3.1999, -1.6154, 0.0654], [2.0592, -1.6869, 1.6512], [1.7102, -2.1241, -0.0238], [0.3942, -1.9580, 1.1415], [2.1974, 0.3156, 0.1678], [0.8885, 0.4811, 1.3498], [0.5479, -0.4286, -1.5493], [1.0082, 2.1907, -0.8294], [-0.2278, 1.7804, -2.0537]], "smiles": "CC[C@@H]1COC(=O)N1P=O", "e_homo_ev": -9.55, "fmax_ev_per_a": 4.2}

{"formula": "C5H8NS", "method": "ωB97M-V with the def2-TZVPD basis set", "symbols": ["C", "C", "C", "C", "C", "N", "S", "H", "H", "H", "H", "H", "H", "H", "H"], "positions_angstrom": [[-2.2677, 1.0616, 0.1697], [-2.5369, -0.1871, -0.1989], [-1.3852, -0.8655, 0.4348], [2.2214, -0.8855, 0.0996], [0.5082, 1.1413, -0.5951], [-1.0053, 0.5110, 0.2831], [1.8300, 0.8560, 0.4441], [-2.5989, 2.0723, 0.0889], [-1.5734, -1.1647, 1.4633], [-0.8271, -1.6109, -0.1264], [3.2722, -1.0270, 0.3347], [2.0487, -1.1122, -0.9471], [1.6296, -1.5246, 0.7473], [0.4411, 0.5535, -1.5014], [0.2434, 2.1819, -0.6967]], "charge": 1, "e_homo_ev": [-13.64, -13.64], "fmax_ev_per_a": 2.5}

{"formula": "C5H8NaO5", "method": "ωB97M-V with the def2-TZVPD basis set", "symbols": ["C", "O", "C", "O", "O", "C", "C", "O", "C", "O", "H", "H", "H", "H", "H", "H", "H", "H", "Na"], "positions_angstrom": [[2.3882, -0.3638, 0.0135], [2.4622, 1.0280, -0.4570], [1.1752, 1.5143, -0.9786], [0.9413, 1.3236, -2.3057], [0.1417, 2.2353, -0.2185], [-0.6922, 1.3331, 0.5909], [-1.9483, 0.6489, -0.2754], [-2.3405, -0.6734, 0.2943], [-1.3075, -1.6882, 0.0319], [-1.1025, -2.2900, -1.1546], [3.5103, -0.7055, 0.2349], [1.9618, -1.1298, -0.7617], [1.8252, -0.4935, 1.0521], [-0.0888, 0.5378, 1.2167], [-1.2367, 2.0215, 1.3997], [-1.7372, 0.6176, -1.4288], [-2.8999, 1.3482, -0.0996], [-0.6525, -2.0221, 0.9720], [-0.3999, -3.2420, 1.8738]], "charge": 1, "e_homo_ev": -13.46, "fmax_ev_per_a": 9.5}

{"formula": "C5H8O", "method": "ωB97M-V with the def2-TZVPD basis set", "symbols": ["C", "C", "C", "C", "C", "O", "H", "H", "H", "H", "H", "H", "H", "H"], "positions_angstrom": [[2.5985, 0.3528, -0.6067], [1.8548, -0.4303, 0.1674], [-2.0449, -0.9336, 0.5110], [-1.5350, 0.2087, 0.9765], [-1.4591, 0.6462, -0.4636], [-2.0287, -0.6510, -0.8379], [2.7918, 0.1095, -1.6488], [3.0491, 1.2683, -0.2304], [1.6613, -0.1896, 1.2101], [1.4015, -1.3449, -0.2079], [-1.2862, 0.6384, 1.9342], [-2.4180, -1.8869, 0.8709], [-2.1243, 1.4545, -0.7796], [-0.4607, 0.7578, -0.8952]], "e_homo_ev": -8.92, "fmax_ev_per_a": 0.4}

{"formula": "C5H8O", "method": "ωB97M-V with the def2-TZVPD basis set", "symbols": ["C", "C", "C", "C", "C", "O", "H", "H", "H", "H", "H", "H", "H", "H"], "positions_angstrom": [[-1.4504, -0.2230, -0.4575], [-0.7576, 0.8642, 0.3970], [0.6032, 0.2670, 0.7186], [1.5683, 0.0616, -0.4267], [0.6612, -1.0467, 0.0124], [-0.4971, -1.2437, -0.7462], [-1.8251, 0.1713, -1.4076], [-2.2981, -0.6714, 0.0767], [-0.6780, 1.8156, -0.1405], [-1.3177, 1.0522, 1.3187], [1.0056, 0.3843, 1.7194], [1.3477, 0.5316, -1.3820], [2.6254, -0.0095, -0.1842], [1.0487, -1.9551, 0.4650]], "smiles": "C1C[C@@H]2C[C@@H]2O1", "e_homo_ev": -9.13, "fmax_ev_per_a": 0.3}

{"formula": "C5H8O", "method": "ωB97M-V with the def2-TZVPD basis set", "symbols": ["C", "C", "C", "C", "C", "O", "H", "H", "H", "H", "H", "H", "H", "H"], "positions_angstrom": [[2.8338, 0.4454, -0.4558], [1.4275, 0.3563, -0.0795], [0.2582, 0.0744, 0.0027], [-1.0257, -0.5206, -0.3900], [-2.2195, -0.3281, 0.5517], [-2.1386, 0.8463, 1.3235], [3.4363, 1.1081, 0.1654], [3.2572, -0.5629, -0.4160], [2.8842, 0.7897, -1.4939], [-1.2329, -0.1191, -1.3872], [-0.8140, -1.5894, -0.5070], [-3.1319, -0.2479, -0.0466], [-2.3279, -1.2206, 1.1861], [-1.2068, 0.9685, 1.5468]], "smiles": "CC#CCCO", "e_homo_ev": -9.53, "fmax_ev_per_a": 0.7}

{"formula": "C5H8O", "method": "ωB97M-V with the def2-TZVPD basis set", "symbols": ["C", "O", "C", "C", "C", "C", "H", "H", "H", "H", "H", "H", "H", "H"], "positions_angstrom": [[-0.6335, 0.9755, 1.7766], [0.4164, 0.2627, 2.1432], [-0.2295, 0.2685, 0.3453], [0.9158, 0.4782, -0.6891], [0.1012, -0.5064, -1.5520], [-0.3416, -1.1728, -0.2341], [-0.5190, 2.0735, 1.7543], [-1.6221, 0.6554, 2.1499], [1.7964, 0.0017, -0.2384], [1.1878, 1.4407, -1.1310], [0.4804, -1.0393, -2.4369], [-0.7711, 0.0668, -1.8817], [0.4756, -1.7334, 0.2393], [-1.2566, -1.7712, -0.2455]], "e_homo_ev": -9.49, "fmax_ev_per_a": 3.4}

{"formula": "C5H8O", "method": "ωB97M-V with the def2-TZVPD basis set", "symbols": ["O", "C", "C", "C", "C", "C", "H", "H", "H", "H", "H", "H", "H", "H"], "positions_angstrom": [[-0.6501, 2.1820, -0.3506], [-0.6093, 1.5383, 0.6704], [0.3009, 0.3420, 0.8842], [1.6135, 0.3357, 0.1535], [0.0020, -0.9631, -1.1785], [-0.3908, -0.9297, 0.3002], [-1.2746, 1.7907, 1.5240], [0.4728, 0.1986, 1.9583], [1.5492, 1.1356, -0.6154], [1.1005, -0.8350, -1.2074], [-0.4600, -0.1462, -1.7400], [-0.1902, -1.9176, -1.6754], [-1.4782, -0.9242, 0.4647], [0.0143, -1.8069, 0.8120]], "e_homo_ev": -8.90, "fmax_ev_per_a": 0.5}

{"formula": "C5H8O", "method": "ωB97M-V with the def2-TZVPD basis set", "symbols": ["C", "C", "C", "C", "C", "O", "H", "H", "H", "H", "H", "H", "H", "H"], "positions_angstrom": [[-0.3020, -1.6493, -0.7802], [1.1208, -1.0772, -0.6773], [1.0529, 0.3753, -0.7097], [0.6768, 1.4698, -0.3628], [-0.1334, 1.8517, 0.8261], [-1.5089, 1.8318, 0.5229], [-0.7626, -1.3647, -1.7304], [-0.2791, -2.7401, -0.7107], [-0.9407, -1.2603, 0.0221], [1.5450, -1.3328, 0.3069], [1.7883, -1.4746, -1.4399], [0.2083, 2.7756, 1.2981], [0.0127, 1.0278, 1.5361], [-1.6280, 2.3650, -0.2715]], "smiles": "CCC#CCO", "e_homo_ev": -9.50, "fmax_ev_per_a": 1.0}

{"formula": "C5H8O", "method": "ωB97M-V with the def2-TZVPD basis set", "symbols": ["C", "C", "C", "C", "C", "O", "H", "H", "H", "H", "H", "H", "H", "H"], "positions_angstrom": [[-2.2507, -0.1817, 0.1869], [-0.9383, -0.1428, -0.1472], [0.0288, 1.0450, -0.4631], [1.3862, 0.4720, 0.2495], [1.1604, -1.1103, 0.0913], [-0.2625, -1.3280, -0.5296], [-2.9593, 0.6893, 0.6054], [-2.8060, -1.1603, 0.2333], [-0.4710, 2.1588, -0.0055], [0.2311, 1.2484, -1.6543], [2.3091, 0.7801, -0.3826], [1.5071, 0.6814, 1.4341], [1.1661, -1.6299, 1.0712], [1.8990, -1.5221, -0.6895]], "smiles": "C=C1CCCO1", "e_homo_ev": -8.92, "fmax_ev_per_a": 4.1}

Relative energy (zero: lowest compared OMol25 entry of this formula, charge and spin), record by record: 83.2, 178.5, 63.8, 87.2, 87.1, 123.9, 158.8, 26.4, 127.1, 98.2, 75.1, 33.7, 53.5, 96.1, 108.0, 73.9, 73.7 kcal per mole
DFT total energy, record by record: -11270.944, -15363.480, -8841.996, -8840.978, -8840.982, -8839.387, -10894.397, -22236.147, -17627.417, -19955.212, -7358.998, -7360.792, -7359.934, -7358.088, -7357.572, -7359.049, -7359.058 eV